No. 1
Formula: C38H34N5
Source: the OMol25 dataset
Level of theory: ωB97M-V/def2-TZVPD

total charge: +1
ΔE to the lowest compared entry with this formula, charge and spin: 0.186 eV
largest force on an atom: 0.05123 Eh/bohr
frontier orbital gap: 5.63 eV
HOMO level: -10.41 eV

CARTESIAN COORDINATES (ANGSTROEM)
C1 5.376 -3.238 0.418
C2 4.709 -2.329 1.215
C3 3.333 -2.278 1.196
C4 2.623 -3.142 0.381
N1 1.179 -3.115 0.365
C5 0.417 -2.023 0.228
N2 -0.836 -2.456 0.304
C6 -2.043 -1.675 0.151
C7 -2.112 -0.407 0.703
C8 -3.278 0.321 0.633
C9 -4.388 -0.218 0.013
C10 -4.319 -1.472 -0.560
C11 -3.147 -2.189 -0.510
C12 -0.761 -3.877 0.532
C13 -1.898 -4.792 0.676
C14 -1.836 -6.073 0.130
C15 -2.920 -6.920 0.193
C16 -4.081 -6.503 0.811
C17 -4.151 -5.246 1.378
C18 -3.067 -4.400 1.323
N3 0.484 -4.263 0.536
C19 3.292 -4.055 -0.412
C20 4.667 -4.100 -0.396
H1 6.452 -3.271 0.424
H2 5.262 -1.656 1.849
H3 2.793 -1.585 1.818
H4 -1.243 -0.011 1.198
H5 -3.330 1.298 1.084
H6 -5.312 0.332 -0.009
H7 -5.189 -1.902 -1.027
H8 -3.082 -3.174 -0.940
H9 -0.929 -6.383 -0.358
H10 -2.864 -7.902 -0.249
H11 -4.936 -7.158 0.849
H12 -5.057 -4.923 1.865
H13 -3.119 -3.413 1.749
H14 2.716 -4.721 -1.032
H15 5.186 -4.807 -1.020
C21 2.725 3.715 5.044
N4 2.235 4.464 3.888
C22 1.920 5.870 4.147
C23 2.074 3.856 2.600
C24 0.843 3.292 2.223
C25 0.678 2.719 0.995
C26 1.748 2.665 0.067
C27 1.564 2.186 -1.260
C28 0.369 2.372 -2.003
C29 0.082 1.865 -3.326
C30 0.754 0.975 -4.175
C31 0.216 0.704 -5.411
C32 -0.981 1.303 -5.825
C33 -1.650 2.182 -5.005
C34 -1.122 2.460 -3.745
N5 -1.567 3.301 -2.713
C35 -2.734 4.174 -2.740
C36 -0.676 3.244 -1.677
C37 3.002 3.180 0.478
C38 3.148 3.781 1.696
H16 2.930 2.682 4.774
H17 3.642 4.168 5.416
H18 1.979 3.727 5.836
H19 1.560 6.360 3.245
H20 1.151 5.941 4.913
H21 2.811 6.388 4.494
H22 0.029 3.328 2.925
H23 -0.265 2.273 0.728
H24 2.426 1.804 -1.782
H25 1.670 0.511 -3.854
H26 0.723 0.026 -6.079
H27 -1.383 1.077 -6.799
H28 -2.555 2.667 -5.320
H29 -3.283 4.074 -3.672
H30 -3.398 3.928 -1.916
H31 -2.419 5.209 -2.631
H32 -0.740 3.863 -0.799
H33 3.826 3.145 -0.214
H34 4.079 4.248 1.966

---

No. 2
Formula: C38H35AlClN2Si2
Source: the OMol25 dataset
Level of theory: ωB97M-V/def2-TZVPD

total charge: +1
ΔE to the lowest compared entry with this formula, charge and spin: 6.341 eV
largest force on an atom: 0.11452 Eh/bohr
frontier orbital gap: 4.72 eV
HOMO level: -8.53 eV

CARTESIAN COORDINATES (ANGSTROEM)
C1 -2.674 -0.535 2.319
C2 -3.632 -0.768 1.260
C3 -3.583 -2.125 0.909
H1 -4.351 -0.038 0.914
C4 -2.741 -2.814 1.808
C5 -2.220 -1.857 2.719
H2 -1.894 -2.089 3.738
H3 -2.710 0.320 2.997
H4 -4.141 -2.568 0.087
H5 -2.579 -3.888 1.868
Al1 -0.458 -0.614 1.630
Si1 -0.680 -0.758 -1.144
C6 -0.812 0.802 -2.263
C7 -0.075 0.838 -3.459
H6 0.544 -0.021 -3.741
C8 -0.111 1.954 -4.295
H7 0.507 1.988 -5.207
C9 -0.930 3.029 -3.943
H8 -0.927 3.930 -4.560
C10 -1.783 2.950 -2.837
H9 -2.455 3.784 -2.596
C11 -1.789 1.791 -2.044
H10 -2.546 1.657 -1.257
C12 -1.294 -1.914 -2.602
C13 -2.621 -1.990 -3.092
H11 -3.459 -1.550 -2.526
C14 -2.883 -2.555 -4.360
H12 -3.910 -2.573 -4.752
C15 -1.836 -3.065 -5.148
H13 -2.047 -3.504 -6.132
C16 -0.520 -3.047 -4.660
H14 0.338 -3.438 -5.230
C17 -0.267 -2.490 -3.389
H15 0.779 -2.454 -3.047
H16 -1.653 -0.372 -0.070
Si2 3.353 0.117 -1.724
C18 2.445 -1.481 -1.485
C19 1.081 -1.648 -0.816
H17 1.186 -1.082 0.165
C20 0.721 -3.019 -0.443
H18 -0.299 -3.175 -0.082
C21 1.587 -4.079 -0.572
H19 1.266 -5.077 -0.240
C22 2.814 -3.926 -1.210
H20 3.436 -4.810 -1.322
C23 3.182 -2.669 -1.721
H21 4.144 -2.644 -2.261
C24 2.854 1.948 -1.329
C25 1.598 2.374 -0.817
H22 0.922 1.657 -0.354
C26 1.169 3.705 -0.942
H23 0.193 4.035 -0.561
C27 1.983 4.616 -1.632
H24 1.567 5.604 -1.910
C28 3.301 4.262 -1.964
H25 3.962 5.036 -2.372
C29 3.745 2.947 -1.797
H26 4.770 2.697 -2.053
H27 4.727 -0.076 -1.520
Cl1 1.824 -0.709 2.007
N1 -0.431 1.439 1.997
C30 -0.149 1.761 3.420
C31 0.132 3.043 3.842
C32 0.426 3.330 5.201
C33 0.460 2.295 6.114
C34 0.258 0.945 5.712
C35 0.486 -0.154 6.553
C36 0.481 -1.432 6.019
C37 0.271 -1.620 4.642
N2 -0.120 -0.585 3.866
C38 -0.085 0.690 4.338
H28 -1.324 1.873 1.720
H29 0.221 1.968 1.396
H30 0.103 3.846 3.114
H31 0.608 4.361 5.537
H32 0.727 2.450 7.168
H33 0.730 0.064 7.593
H34 0.665 -2.290 6.657
H35 0.424 -2.604 4.170

---

No. 3
Formula: C38H35As2BrN3O6RuS
Source: the OMol25 dataset
Level of theory: ωB97M-V/def2-TZVPD

<S²>: 8.825
multiplicity: 6
ΔE to the lowest compared entry with this formula, charge and spin: 0.395 eV
largest force on an atom: 0.03847 Eh/bohr
frontier orbital gap (spin up / spin down): 6.33 / 6.52 eV
HOMO level (spin up / spin down): -6.11 / -7.76 eV

CARTESIAN COORDINATES (ANGSTROEM)
Ru1 -0.378 -0.050 0.005
O1 -3.242 -0.378 3.012
As1 -1.427 -0.256 3.268
O2 -1.158 1.308 2.337
O3 -0.880 -1.161 1.992
C1 -1.339 2.588 2.690
C2 -2.512 3.071 3.266
C3 -2.645 4.422 3.519
C4 -1.638 5.313 3.193
C5 -0.458 4.842 2.632
C6 -0.334 3.499 2.409
S1 1.336 2.620 1.870
O4 1.997 2.845 3.164
O5 -0.102 1.918 0.024
O6 2.701 1.807 0.935
H1 -3.723 -0.319 3.839
H2 -3.302 2.373 3.501
H3 -3.555 4.778 3.977
H4 -1.764 6.366 3.391
H5 0.352 5.509 2.387
C7 -4.498 -0.890 0.322
C8 -5.152 0.332 0.301
C9 -4.408 1.465 0.059
C10 -3.025 1.394 -0.182
N1 -2.403 0.204 -0.066
C11 -3.129 -0.886 0.166
C12 -2.323 2.620 -0.564
C13 -3.063 3.678 -1.111
C14 -2.505 4.902 -1.398
C15 -1.152 5.119 -1.156
C16 -0.376 4.093 -0.687
C17 -0.921 2.816 -0.395
H6 -5.018 -1.816 0.498
H7 -6.214 0.404 0.475
H8 -4.893 2.425 0.094
H9 -2.574 -1.809 0.254
H10 -4.105 3.525 -1.346
H11 -3.117 5.689 -1.814
H12 -0.712 6.083 -1.364
H13 0.686 4.212 -0.527
Br1 5.413 -1.186 4.412
C18 4.283 -0.673 3.000
C19 2.905 -0.521 3.227
C20 2.105 -0.082 2.231
C21 2.631 0.412 0.915
C22 4.044 -0.070 0.692
C23 4.820 -0.502 1.713
N2 1.725 0.005 -0.152
C24 2.006 0.478 -1.365
C25 1.044 0.468 -2.377
C26 1.304 0.724 -3.751
C27 0.306 0.591 -4.669
C28 -0.986 0.219 -4.238
C29 -1.198 0.021 -2.894
N3 -0.238 0.141 -1.988
H14 2.498 -0.768 4.196
H15 1.044 0.039 2.385
H16 4.462 0.055 -0.293
H17 5.858 -0.747 1.536
H18 2.985 0.900 -1.567
H19 2.308 0.997 -4.032
H20 0.495 0.758 -5.718
H21 -1.793 0.109 -4.940
H22 -2.182 -0.250 -2.523
C30 -1.220 -3.953 0.086
As2 0.027 -2.449 -0.219
C31 1.437 -3.093 0.957
C32 0.669 -2.969 -2.050
C33 1.753 -3.989 -2.108
C34 1.516 -5.288 -2.541
C35 2.554 -6.199 -2.641
C36 3.842 -5.828 -2.297
C37 4.088 -4.537 -1.856
C38 3.054 -3.624 -1.769
H23 -0.677 -4.897 -0.009
H24 -2.042 -3.940 -0.633
H25 -1.622 -3.869 1.099
H26 1.708 -4.120 0.702
H27 1.054 -3.048 1.977
H28 2.314 -2.455 0.886
H29 1.030 -2.045 -2.511
H30 -0.215 -3.302 -2.607
H31 0.514 -5.581 -2.824
H32 2.358 -7.199 -3.000
H33 4.652 -6.537 -2.374
H34 5.092 -4.239 -1.593
H35 3.246 -2.607 -1.450

---

No. 4
Formula: C38H35BrCrN4O2PS4
Source: the OMol25 dataset
Level of theory: ωB97M-V/def2-TZVPD

<S²>: 6.020
total charge: +1
multiplicity: 5
ΔE to the lowest compared entry with this formula, charge and spin: 0.000 eV
largest force on an atom: 0.01374 Eh/bohr
frontier orbital gap (spin up / spin down): 6.38 / 6.35 eV
HOMO level (spin up / spin down): -9.81 / -9.91 eV

CARTESIAN COORDINATES (ANGSTROEM)
Cr1 0.531 -0.410 -0.648
S1 4.894 -3.303 4.238
C1 4.135 -4.575 5.079
C2 2.860 -4.778 4.648
C3 2.494 -3.881 3.611
C4 3.500 -3.015 3.277
C5 3.483 -1.963 2.252
C6 2.319 -1.760 1.483
N1 2.227 -0.848 0.537
C7 3.289 -0.037 0.296
C8 4.478 -0.144 1.009
C9 5.554 0.768 0.710
C10 5.417 1.719 -0.235
C11 4.191 1.854 -0.979
C12 3.980 2.841 -1.955
C13 2.780 2.917 -2.626
C14 1.796 1.965 -2.288
N2 1.960 1.040 -1.367
C15 3.144 0.975 -0.714
C16 2.495 3.943 -3.640
C17 3.332 4.917 -4.106
C18 2.722 5.755 -5.075
C19 1.432 5.401 -5.324
S2 0.952 4.060 -4.389
C20 4.558 -1.141 1.995
H1 4.668 -5.104 5.852
H2 2.205 -5.535 5.053
H3 1.518 -3.883 3.147
H4 1.423 -2.343 1.655
H5 6.477 0.678 1.269
H6 6.229 2.403 -0.448
H7 4.772 3.551 -2.163
H8 0.833 1.976 -2.785
H9 4.354 5.042 -3.777
H10 3.220 6.581 -5.561
H11 0.735 5.858 -6.008
H12 5.477 -1.243 2.561
Br1 -4.071 5.286 -1.815
C21 -3.118 3.668 -1.911
C22 -3.449 2.738 -2.887
C23 -2.753 1.545 -2.959
C24 -1.730 1.284 -2.057
C25 -1.406 2.220 -1.090
C26 -2.100 3.418 -1.009
N3 -0.960 0.068 -2.063
C27 -1.115 -0.819 -2.959
C28 -0.276 -2.046 -2.956
C29 -0.413 -3.004 -3.937
C30 0.412 -4.125 -3.889
C31 1.336 -4.228 -2.869
C32 1.408 -3.212 -1.923
N4 0.618 -2.146 -1.959
H13 -4.253 2.940 -3.580
H14 -3.052 0.829 -3.710
H15 -0.627 2.005 -0.370
H16 -1.857 4.141 -0.243
H17 -1.851 -0.725 -3.752
H18 -1.148 -2.877 -4.720
H19 0.327 -4.899 -4.639
H20 1.994 -5.081 -2.792
H21 2.120 -3.258 -1.107
C33 -4.569 1.885 1.553
C34 -3.421 1.370 2.396
C35 -3.516 1.797 3.844
O1 -3.413 -0.083 2.413
P1 -2.694 -0.981 1.306
S3 -3.555 -0.984 -0.419
S4 -0.731 -0.414 1.376
O2 -2.689 -2.404 2.011
C36 -3.669 -2.983 2.923
C37 -5.086 -2.818 2.410
C38 -3.466 -2.459 4.331
H22 -4.584 2.976 1.584
H23 -5.519 1.515 1.946
H24 -4.478 1.557 0.518
H25 -2.463 1.695 1.980
H26 -4.454 1.449 4.279
H27 -3.486 2.885 3.915
H28 -2.688 1.386 4.421
H29 -3.403 -4.040 2.900
H30 -5.377 -1.767 2.397
H31 -5.770 -3.356 3.069
H32 -5.183 -3.215 1.401
H33 -3.791 -1.424 4.418
H34 -2.415 -2.522 4.615
H35 -4.048 -3.067 5.026

---

No. 5
Formula: C38H35BrF4N3O11P2STeTi
Source: the OMol25 dataset
Level of theory: ωB97M-V/def2-TZVPD

total charge: +1
ΔE to the lowest compared entry with this formula, charge and spin: 2.506 eV
largest force on an atom: 0.09081 Eh/bohr
frontier orbital gap: 5.24 eV
HOMO level: -10.63 eV

CARTESIAN COORDINATES (ANGSTROEM)
Ti1 1.191 0.517 0.089
O1 3.648 -0.460 -0.248
S1 2.885 -0.958 0.877
O2 3.438 -1.928 1.736
O3 1.534 -1.350 0.258
O4 2.355 0.307 1.561
F1 -1.301 3.403 6.841
C1 -1.016 2.611 5.820
C2 -1.498 1.303 5.789
F2 -2.222 0.830 6.796
C3 -1.210 0.497 4.692
F3 -1.659 -0.758 4.706
C4 -0.460 0.946 3.605
P1 -0.203 -0.178 2.143
C5 0.635 -1.551 2.985
C6 0.533 -2.848 2.487
C7 1.231 -3.878 3.087
C8 2.059 -3.621 4.168
C9 2.182 -2.331 4.652
C10 1.476 -1.296 4.068
C11 -1.947 -0.723 1.939
C12 -2.774 0.204 1.306
C13 -4.118 -0.059 1.122
C14 -4.648 -1.265 1.561
C15 -3.830 -2.195 2.181
C16 -2.483 -1.930 2.376
C17 0.061 2.238 3.680
Br1 1.225 2.898 2.325
C18 -0.223 3.065 4.767
F4 0.254 4.302 4.800
H1 -0.080 -3.049 1.614
H2 1.140 -4.883 2.707
H3 2.616 -4.425 4.621
H4 2.839 -2.129 5.484
H5 1.594 -0.288 4.447
H6 -2.339 1.150 0.985
H7 -4.756 0.669 0.646
H8 -5.697 -1.471 1.422
H9 -4.238 -3.134 2.523
H10 -1.864 -2.649 2.889
C19 -2.659 -2.738 -1.142
Te1 -0.854 -1.501 -1.197
C20 0.088 -3.395 -1.654
C21 -0.998 -4.349 -2.068
C22 -0.687 -5.552 -2.687
C23 -1.690 -6.437 -3.040
C24 -3.015 -6.122 -2.789
C25 -3.334 -4.922 -2.179
C26 -2.330 -4.032 -1.817
H11 -3.506 -2.257 -1.627
H12 -2.954 -2.936 -0.110
H13 0.626 -3.747 -0.768
H14 0.827 -3.246 -2.444
H15 0.341 -5.794 -2.900
H16 -1.434 -7.374 -3.508
H17 -3.798 -6.810 -3.068
H18 -4.365 -4.664 -1.982
O5 6.445 1.176 -4.812
N1 6.309 2.137 -4.100
O6 7.023 3.103 -4.056
C27 5.160 2.125 -3.200
C28 4.911 3.223 -2.387
C29 3.847 3.197 -1.501
C30 3.014 2.055 -1.368
O7 2.100 1.971 -0.468
C31 3.252 0.991 -2.300
C32 4.332 1.012 -3.174
N2 2.397 -0.097 -2.263
O8 1.229 0.098 -1.752
O9 2.629 -1.148 -2.814
N3 3.584 4.368 -0.688
O10 2.536 4.395 -0.076
O11 4.405 5.246 -0.701
H19 5.541 4.103 -2.431
H20 4.527 0.178 -3.837
C33 -1.461 5.053 -0.761
C34 -0.653 3.894 -0.183
P2 -0.625 2.265 -1.089
C35 -2.416 2.230 -1.626
C36 -2.971 0.944 -2.218
C37 0.132 2.830 -2.697
C38 -0.018 1.865 -3.876
H21 -1.292 5.924 -0.133
H22 -2.528 4.849 -0.765
H23 -1.142 5.315 -1.764
H24 -1.031 3.683 0.821
H25 0.389 4.205 -0.079
H26 -2.505 3.032 -2.361
H27 -3.011 2.506 -0.754
H28 -2.334 0.544 -3.007
H29 -3.950 1.138 -2.656
H30 -3.096 0.173 -1.453
H31 1.187 3.045 -2.509
H32 -0.342 3.783 -2.949
H33 -0.026 0.824 -3.554
H34 0.807 2.000 -4.571
H35 -0.939 2.054 -4.421